The following is a quantum chemistry calculation of C6H12O4 as an isolated structure at a distorted geometry, from the OMol25 dataset.

```
22
Properties=species:S:1:pos:R:3:nbo_charge:R:1
C 2.745 1.003 1.955 -0.63
C 1.629 0.323 1.183 0.25
C 1.762 -1.193 1.251 -0.62
O 0.355 0.752 1.716 -0.75
C -0.052 1.247 -0.159 0.81
O -0.549 2.335 -0.288 -0.54
C 1.423 0.823 -0.290 0.13
C 2.299 1.987 -0.718 -0.64
O 1.533 -0.283 -1.163 -0.72
H 2.599 2.088 2.008 0.22
H 2.770 0.596 2.974 0.23
H 3.717 0.808 1.484 0.21
H 1.727 -1.501 2.305 0.22
H 0.924 -1.688 0.745 0.21
H 2.708 -1.515 0.798 0.22
H 2.221 2.831 -0.024 0.24
H 3.348 1.668 -0.752 0.23
H 1.963 2.358 -1.696 0.22
H 1.492 0.011 -2.078 0.48
O -1.207 0.037 -0.112 -0.80
H -0.710 -0.722 -0.458 0.48
H -0.600 0.083 1.311 0.54
```

As for the HOMO energy: -0.375 hartree. The value obtained for the LUMO energy is 0.017 Ha. As for the spin multiplicity: 1. The calculation puts the energy above the lowest of the compared OMol25 structures with the same formula, charge and spin at 59.90 kcal/mol.

---

The following is a quantum chemistry calculation of a 2-piece molecular cluster, C11H15N overall at a distorted geometry, from the OMol25 dataset.

```
27
Properties=species:S:1:pos:R:3:nbo_charge:R:1
C -3.614 -1.694 0.779 -0.64
C -2.311 -1.290 1.362 -0.09
C -1.466 -2.053 2.098 -0.03
N -0.243 -1.425 2.212 -0.53
C -0.265 -0.282 1.460 0.15
C 0.726 0.705 1.294 -0.24
C 0.333 1.759 0.504 -0.21
C -0.950 1.947 -0.021 -0.25
C -1.947 1.044 0.275 -0.17
C -1.551 -0.140 0.920 -0.11
H -4.114 -2.477 1.365 0.22
H -3.593 -1.995 -0.267 0.22
H -4.440 -0.986 0.916 0.22
H -1.726 -2.995 2.547 0.21
H 0.522 -1.818 2.732 0.41
H 1.663 0.634 1.825 0.22
H 1.039 2.584 0.479 0.21
H -1.171 2.868 -0.533 0.21
H -2.995 1.167 0.044 0.21
C 3.510 -0.062 -2.142 -0.62
C 3.091 1.212 -2.851 -0.62
H 3.649 -0.902 -2.830 0.20
H 4.425 -0.026 -1.549 0.20
H 2.698 -0.435 -1.514 0.21
H 2.001 1.192 -2.953 0.21
H 3.405 1.366 -3.886 0.21
H 3.323 2.103 -2.265 0.20
```

As for the HOMO energy: -0.289 hartree. The structure (SMILES) is Cc1c[nH]c2ccccc12.CC. The value obtained for the LUMO energy is 0.034 Ha. As for the spin multiplicity: 1. The calculation puts the energy above the lowest of the compared OMol25 structures with the same formula, charge and spin at 14.80 kcal/mol.

---

The following is a quantum chemistry calculation of a 2-piece molecular cluster, C14H33FN4O2P2S overall, from the OMol25 dataset.

```
57
Properties=species:S:1:pos:R:3:nbo_charge:R:1
C -2.194 3.193 -0.826 -0.62
C -1.294 3.743 0.302 -0.23
C -1.283 5.269 0.313 -0.60
C 0.129 3.178 0.210 -0.37
C 0.251 1.774 0.834 -0.26
C 0.776 1.781 2.286 -0.62
C 1.077 0.842 -0.041 -0.07
O 0.166 0.303 -1.050 -0.35
N 0.753 -0.686 -1.797 -0.13
C 0.970 -1.929 -1.299 0.67
N 0.185 -2.583 -0.500 -0.48
C -1.111 -2.148 0.048 -0.26
C -0.988 -1.761 1.517 0.22
C -0.489 -2.911 2.382 -0.72
F -2.255 -1.314 1.853 -0.35
N 2.120 -2.493 -1.851 -0.73
P 3.480 -2.663 -0.776 1.01
S 3.105 -3.157 1.018 -0.43
C 2.392 -1.689 -3.071 -0.23
C 1.722 -0.333 -2.829 -0.39
P 0.833 0.294 -4.351 1.36
N -0.700 0.196 -4.419 -1.27
H -2.666 4.006 -1.379 0.21
H -2.993 2.559 -0.440 0.22
H -1.632 2.592 -1.547 0.20
H -1.723 3.406 1.252 0.20
H -0.980 5.663 -0.662 0.20
H -0.592 5.659 1.064 0.21
H -2.278 5.660 0.532 0.22
H 0.826 3.860 0.707 0.20
H 0.423 3.132 -0.846 0.19
H -0.756 1.346 0.842 0.23
H 0.076 1.301 2.970 0.24
H 1.733 1.262 2.387 0.21
H 0.920 2.801 2.644 0.22
H 1.875 1.387 -0.558 0.18
H 1.517 0.011 0.522 0.19
H 0.530 -3.489 -0.196 0.45
H -1.791 -2.995 -0.034 0.24
H -1.485 -1.330 -0.559 0.23
H -0.318 -0.906 1.606 0.14
H 0.591 -2.797 2.495 0.20
H -0.696 -3.879 1.912 0.19
H -0.955 -2.981 3.394 0.36
H 4.125 -1.426 -0.981 -0.06
H 4.238 -3.527 -1.578 -0.03
H 1.952 -2.203 -3.927 0.23
H 3.464 -1.602 -3.247 0.23
H 2.432 0.423 -2.479 0.23
H 1.547 -0.411 -5.344 -0.08
H 1.405 1.572 -4.508 -0.08
H -1.210 -0.138 -3.614 0.40
C -3.043 -3.182 4.347 -0.21
O -1.978 -3.807 4.896 -0.97
H -3.803 -2.711 5.021 0.09
H -2.722 -2.345 3.691 0.08
H -3.682 -3.816 3.665 0.07
```

As for the HOMO energy: -0.160 hartree. The value obtained for the LUMO energy is -0.045 Ha. As for the spin multiplicity: 1.

---

The following is a quantum chemistry calculation of C17H12N3O4S4SbSe2W as an isolated structure at a distorted geometry, from the OMol25 dataset.

```
44
Properties=species:S:1:pos:R:3:nbo_charge:R:1
W 0.090 1.389 0.482 0.92
Se 1.050 0.298 2.755 0.17
Se 2.654 1.811 0.920 0.19
C 2.663 1.927 -0.959 0.06
C 3.788 1.850 -1.761 -0.27
C 3.570 1.837 -3.127 -0.12
C 2.260 1.851 -3.608 -0.27
C 1.204 1.854 -2.720 0.09
N 1.408 1.905 -1.394 -0.51
C -0.491 1.172 3.401 0.09
C -1.015 1.283 4.680 -0.28
C -2.209 1.961 4.829 -0.11
C -2.843 2.506 3.717 -0.26
C -2.244 2.383 2.485 0.08
N -1.081 1.731 2.345 -0.53
H 4.773 1.792 -1.323 0.24
H 4.399 1.792 -3.821 0.23
H 2.056 1.835 -4.669 0.23
H 0.182 1.827 -3.063 0.24
H -0.495 0.848 5.520 0.24
H -2.650 2.067 5.812 0.23
H -3.781 3.034 3.800 0.24
H -2.686 2.825 1.600 0.25
S -3.735 4.189 -0.268 -0.67
Sb -1.784 3.703 -1.223 1.38
S -1.522 1.234 -1.198 -0.41
S 0.007 3.663 0.568 -0.29
S -0.894 4.561 -3.067 -0.67
O -0.997 -0.567 0.868 -0.64
C -0.157 -1.188 0.163 0.79
O 0.868 -0.546 -0.231 -0.66
C -0.345 -2.604 -0.188 -0.18
C -1.469 -3.286 0.267 -0.12
C -1.652 -4.618 -0.067 -0.21
C -0.716 -5.272 -0.853 -0.18
C 0.389 -4.566 -1.297 0.08
C 0.599 -3.239 -0.987 -0.16
N 1.380 -5.260 -2.139 0.52
O 2.233 -4.583 -2.672 -0.37
O 1.270 -6.463 -2.257 -0.37
H -2.191 -2.760 0.877 0.24
H -2.525 -5.152 0.281 0.23
H -0.827 -6.311 -1.126 0.25
H 1.467 -2.712 -1.353 0.27
```

As for the HOMO energy (alpha / beta): -0.307 / -0.307 hartree. The value obtained for the LUMO energy (alpha / beta) is -0.098 / -0.098 Ha. As for the spin multiplicity: 1. The calculation puts the energy above the lowest of the compared OMol25 structures with the same formula, charge and spin at 0.00 kcal/mol.

---

The following is a quantum chemistry calculation of a 12-piece molecular cluster, C18H52Cl2O13 overall at a distorted geometry, from the OMol25 dataset.

```
85
Properties=species:S:1:pos:R:3:mulliken_charge:R:1
C 0.813 -0.868 1.989 -0.55
C 0.169 -2.141 2.766 0.33
Cl 1.198 -3.579 3.317 -0.23
C -1.215 -2.210 3.077 -0.08
Cl -1.917 -3.621 3.982 -0.18
C -2.157 -1.009 2.594 0.01
C -3.483 -0.692 3.462 -0.67
C -4.554 -1.336 2.450 -0.10
C -3.826 -1.881 1.138 0.48
O -4.405 -2.554 0.276 -0.63
O -2.477 -1.441 1.222 -0.28
H 0.092 -0.374 1.267 0.24
H 1.132 -0.151 2.833 0.24
H 1.764 -1.126 1.403 0.10
H -1.683 0.033 2.516 0.38
H -3.527 -1.069 4.530 0.24
H -3.566 0.440 3.583 0.26
H -4.839 -2.293 2.996 -0.04
H -5.364 -0.598 2.155 0.48
C 4.724 -1.387 -0.306 -0.29
O 4.189 -1.533 1.004 -0.48
H 3.929 -1.059 -0.976 0.24
H 5.521 -0.640 -0.299 0.05
H 5.116 -2.347 -0.651 0.25
H 4.914 -1.821 1.571 0.26
C -4.926 1.677 -0.395 -0.25
O -4.626 1.870 0.982 -0.50
H -5.951 1.997 -0.581 0.26
H -4.244 2.272 -1.006 0.02
H -4.826 0.618 -0.648 0.18
H -3.716 1.580 1.118 0.26
C -1.669 3.562 -2.433 -0.59
O -2.072 2.206 -2.512 -0.48
H -2.201 4.040 -1.609 0.27
H -0.592 3.618 -2.248 0.22
H -1.913 4.076 -3.366 0.27
H -1.585 1.806 -3.251 0.41
C -1.669 1.252 6.552 -0.70
O -1.489 0.292 5.521 -0.35
H -1.620 2.249 6.116 0.25
H -2.645 1.110 7.023 0.28
H -0.877 1.145 7.298 0.28
H -1.535 -0.581 5.933 0.24
C -8.224 -2.366 3.832 -0.57
O -6.955 -2.999 3.889 -0.46
H -8.602 -2.246 4.848 0.22
H -8.126 -1.382 3.365 0.25
H -8.920 -2.983 3.259 0.28
H -6.644 -3.094 2.980 0.30
C 0.105 1.473 -5.846 -0.35
O -0.408 1.302 -4.530 -0.55
H -0.701 1.808 -6.498 0.20
H 0.898 2.225 -5.836 0.13
H 0.496 0.522 -6.213 0.22
H 0.324 1.006 -3.974 0.26
C -0.510 -0.010 -9.398 -0.42
O 0.761 -0.642 -9.344 -0.50
H -0.887 0.109 -8.383 0.10
H -0.411 0.973 -9.866 0.25
H -1.205 -0.629 -9.971 0.28
H 1.072 -0.737 -10.252 0.29
C 7.952 1.775 -0.832 -0.48
O 6.951 1.271 0.042 -0.50
H 7.648 1.586 -1.860 0.16
H 8.065 2.852 -0.681 0.30
H 8.900 1.268 -0.636 0.21
H 7.243 1.451 0.944 0.28
C 8.952 -1.584 -2.633 -0.54
O 8.111 -0.559 -3.142 -0.44
H 9.427 -1.227 -1.720 0.19
H 8.357 -2.472 -2.407 0.25
H 9.722 -1.829 -3.369 0.29
H 7.703 -0.899 -3.948 0.27
C -1.171 -4.116 8.250 -0.52
O -2.010 -3.090 7.741 -0.46
H -0.694 -3.759 9.163 0.21
H -1.769 -5.003 8.479 0.26
H -0.402 -4.365 7.514 0.24
H -2.420 -3.431 6.935 0.26
C 2.552 5.030 -4.683 -0.51
O 2.193 4.530 -5.963 -0.48
H 2.429 4.234 -3.948 0.20
H 3.595 5.354 -4.692 0.27
H 1.903 5.868 -4.418 0.26
H 2.309 5.251 -6.593 0.28
```

As for the HOMO energy: -0.330 hartree. The structure (SMILES) is C/C(Cl)=C(/Cl)[C@@H]1CCC(=O)O1.CO.CO.CO.CO.CO.CO.CO.CO.CO.CO.CO. The value obtained for the LUMO energy is 0.013 Ha. As for the spin multiplicity: 1.